(1)
C3H5NO2 in the gas phase. Source: OMol25; level of theory: ωB97M-V/def2-TZVPD.

Results
Structure (SMILES)   O=CCNC=O
HOMO energy   -9.89 eV
Calculated total energy   -322.53282 a.u.
E_LUMO   0.87 eV
Kohn-Sham gap   10.77 eV
ΔE to the lowest compared entry with this formula, charge and spin   1.1296 eV

Last column: Löwdin charge in e.
Positions of all 11 atoms, in Å:
O  -0.221  -0.893  -1.614  0.0443
C  -0.967  -0.571  -0.721  -0.2636
C  -0.722  0.736  0.047  -0.1413
N  0.708  0.811  0.289  0.0280
C  1.237  -0.405  0.612  -0.3404
O  0.530  -1.317  1.002  0.0255
H  -1.848  -1.176  -0.449  0.1270
H  -1.033  1.567  -0.592  0.1271
H  -1.289  0.786  0.983  0.1200
H  1.262  1.444  -0.268  0.1345
H  2.320  -0.511  0.469  0.1390

=====

(2)
2 unconnected molecules or ions with the total composition C3H5NO2 in a non-equilibrium geometry. Source: OMol25; level of theory: ωB97M-V/def2-TZVPD.

Results
Structure (SMILES)   N#CCC=O.O
HOMO energy   -10.85 eV
Calculated total energy   -322.48226 a.u.
E_LUMO   0.52 eV
Kohn-Sham gap   11.37 eV
ΔE to the lowest compared entry with this formula, charge and spin   2.5053 eV

Last column: Löwdin charge in e.
Positions of all 11 atoms, in Å:
N  -0.537  2.683  -0.813  0.1587
C  -0.419  1.680  -0.248  -0.1994
C  -0.345  0.456  0.546  -0.1563
C  -0.838  -0.812  -0.005  -0.3224
O  -0.436  -1.889  0.377  0.0435
H  -1.309  0.247  1.164  0.1758
H  0.541  0.412  1.184  0.1339
H  -1.700  -0.662  -0.677  0.1503
O  1.561  -0.493  -0.819  -0.0612
H  1.128  -1.266  -0.416  0.0158
H  2.354  -0.357  -0.292  0.0612

=====

(3)
2 unconnected molecules or ions with the total composition C3H5NO2 in a non-equilibrium geometry. Source: OMol25; level of theory: ωB97M-V/def2-TZVPD.

Results
HOMO energy   -9.29 eV
Calculated total energy   -322.43875 a.u.
E_LUMO   0.42 eV
Kohn-Sham gap   9.71 eV
ΔE to the lowest compared entry with this formula, charge and spin   3.6894 eV

Last column: Löwdin charge in e.
Positions of all 11 atoms, in Å:
C  -4.495  -0.046  -0.210  -0.4427
C  -0.456  0.401  0.023  -0.1676
C  0.612  -0.122  0.944  -0.1195
N  -3.483  0.262  -0.778  0.1743
O  -5.509  -0.237  0.321  0.1275
O  -0.094  1.366  -0.715  0.0371
H  0.920  -1.252  0.744  0.1248
H  0.075  -0.004  1.867  0.0597
H  1.647  0.235  0.968  0.0604
H  -2.463  0.322  -0.595  0.0079
H  0.783  1.797  -0.825  0.1380

=====

(4)
2 unconnected molecules or ions with the total composition C3H5NO2 in a non-equilibrium geometry. Source: OMol25; level of theory: ωB97M-V/def2-TZVPD.

Results
HOMO energy   -9.58 eV
Calculated total energy   -322.46770 a.u.
E_LUMO   0.87 eV
Kohn-Sham gap   10.45 eV
ΔE to the lowest compared entry with this formula, charge and spin   2.9018 eV

Last column: Löwdin charge in e.
Positions of all 11 atoms, in Å:
N  -0.691  -0.520  2.212  0.1305
C  -0.953  0.559  1.850  0.0375
O  -1.021  0.859  -0.703  -0.1299
C  0.332  0.641  -1.000  -0.2507
C  0.702  -0.831  -0.999  -0.2527
O  1.839  -1.238  -0.970  0.0387
H  -0.498  -1.301  2.796  0.0849
H  -1.097  1.185  0.216  -0.0380
H  1.031  1.162  -0.328  0.1272
H  0.511  1.013  -2.018  0.1289
H  -0.155  -1.529  -1.057  0.1237

=====

(5)
2 unconnected molecules or ions with the total composition C3H5NO2 in a non-equilibrium geometry. Source: OMol25; level of theory: ωB97M-V/def2-TZVPD.

Results
Structure (SMILES)   N=C=O.C=CO
HOMO energy   -9.31 eV
Calculated total energy   -322.48862 a.u.
E_LUMO   0.53 eV
Kohn-Sham gap   9.84 eV
ΔE to the lowest compared entry with this formula, charge and spin   2.3324 eV

Last column: Löwdin charge in e.
Positions of all 11 atoms, in Å:
N  -0.922  -0.511  -1.276  0.1093
C  -0.350  0.597  -1.285  -0.4157
O  -0.030  1.619  -1.771  0.1462
H  -0.805  -1.216  -1.987  0.1019
C  0.124  0.782  0.968  -0.0344
C  0.784  -0.411  1.028  -0.2750
O  0.234  -1.575  0.759  -0.0144
H  0.676  1.700  1.095  0.0709
H  -0.940  0.821  1.160  0.0808
H  1.870  -0.449  1.073  0.1233
H  -0.642  -1.358  0.236  0.1070

=====

(6)
C3H5NO2 in the gas phase. Source: OMol25; level of theory: ωB97M-V/def2-TZVPD.

Results
Structure (SMILES)   [H]/N=C/OCC=O
HOMO energy   -9.80 eV
Calculated total energy   -322.51524 a.u.
E_LUMO   0.82 eV
Kohn-Sham gap   10.62 eV
ΔE to the lowest compared entry with this formula, charge and spin   1.6081 eV

Last column: Löwdin charge in e.
Positions of all 11 atoms, in Å:
H  -1.725  1.895  -0.114  0.0622
N  -1.136  1.080  0.030  0.1298
C  0.052  1.440  -0.217  -0.2961
O  1.090  0.576  -0.172  -0.0694
C  0.773  -0.668  0.456  -0.1510
C  -0.274  -1.466  -0.302  -0.2648
O  -0.890  -2.367  0.207  0.0569
H  0.363  2.445  -0.477  0.1320
H  0.422  -0.497  1.478  0.1343
H  1.708  -1.239  0.484  0.1377
H  -0.382  -1.198  -1.372  0.1284

=====

(7)
2 unconnected molecules or ions with the total composition C3H5NO2. Source: OMol25; level of theory: ωB97M-V/def2-TZVPD.

Results
Structure (SMILES)   O=C=NCC=O.[H][H]
HOMO energy   -10.33 eV
Calculated total energy   -322.49758 a.u.
E_LUMO   0.70 eV
Kohn-Sham gap   11.03 eV
ΔE to the lowest compared entry with this formula, charge and spin   2.0884 eV

Last column: Löwdin charge in e.
Positions of all 11 atoms, in Å:
O  2.835  -0.014  0.269  0.1706
C  1.734  -0.388  0.390  -0.3385
N  0.668  -0.968  0.534  0.0805
C  -0.629  -0.372  0.654  -0.2156
C  -0.646  1.028  0.058  -0.2698
O  0.372  1.645  -0.131  0.0556
H  -1.389  -1.006  0.181  0.1097
H  -0.907  -0.291  1.715  0.1279
H  -1.629  1.463  -0.196  0.1258
H  0.027  -0.755  -1.743  0.0732
H  -0.462  -0.288  -2.049  0.0805

=====

(8)
C3H5NO2 in the gas phase. Source: OMol25; level of theory: ωB97M-V/def2-TZVPD.

Results
HOMO energy   -8.53 eV
Calculated total energy   -322.40362 a.u.
E_LUMO   0.19 eV
Kohn-Sham gap   8.72 eV
ΔE to the lowest compared entry with this formula, charge and spin   4.6453 eV

Last column: Löwdin charge in e.
Positions of all 11 atoms, in Å:
C  -1.752  0.356  0.153  0.0249
C  -0.317  -0.212  -0.825  -0.2830
O  -0.381  1.074  -0.709  -0.0545
N  0.864  -0.763  -0.341  0.0645
C  1.933  -0.086  0.237  -0.3070
O  2.944  -0.644  0.594  0.0448
H  -2.558  0.290  -0.567  0.0770
H  -1.783  1.264  0.763  0.0825
H  -1.704  -0.511  0.817  0.0784
H  0.998  -1.760  -0.458  0.1378
H  1.756  0.994  0.336  0.1346

=====

(9)
C3H5NO2 in the gas phase in a non-equilibrium geometry. Source: OMol25; level of theory: ωB97M-V/def2-TZVPD.

Results
Structure (SMILES)   C=CO/C=N/O
HOMO energy   -9.03 eV
Calculated total energy   -322.38230 a.u.
E_LUMO   0.95 eV
Kohn-Sham gap   9.98 eV
ΔE to the lowest compared entry with this formula, charge and spin   5.2256 eV

Last column: Löwdin charge in e.
Positions of all 11 atoms, in Å:
C  -2.424  -0.190  -0.066  0.0350
C  -1.060  -0.160  -0.051  -0.2374
O  -0.327  0.953  -0.028  0.0046
C  0.968  0.771  0.021  -0.2140
N  1.540  -0.407  0.235  -0.0191
O  2.884  -0.051  -0.197  -0.1632
H  -2.959  0.662  0.379  0.0570
H  -3.065  -1.122  -0.103  0.0746
H  -0.422  -1.050  -0.477  0.1448
H  1.768  1.556  -0.038  0.1608
H  3.097  -0.962  0.325  0.1568

=====

(10)
2 unconnected molecules or ions with the total composition C3H5NO2. Source: OMol25; level of theory: ωB97M-V/def2-TZVPD.

Results
Structure (SMILES)   [H]/N=C1\OCC1=O.[H][H]
HOMO energy   -10.56 eV
Calculated total energy   -322.46341 a.u.
E_LUMO   -0.25 eV
Kohn-Sham gap   10.31 eV
ΔE to the lowest compared entry with this formula, charge and spin   3.0183 eV

Last column: Löwdin charge in e.
Positions of all 11 atoms, in Å:
H  -0.306  -1.041  -2.271  0.0783
N  0.298  -0.892  -1.461  0.1892
C  -0.196  -0.069  -0.660  -0.3667
O  -1.377  0.646  -0.686  0.0020
C  -1.144  1.301  0.585  -0.0484
C  0.191  0.550  0.682  -0.2852
O  1.101  0.489  1.446  0.1375
H  -1.895  1.025  1.330  0.1305
H  -1.069  2.386  0.479  0.1304
H  2.603  -1.932  0.668  0.0272
H  2.146  -1.979  0.082  0.0053